C6H18F4N2O14S4Zr | ωB97M-V/def2-TZVPD

```
49
C6H18F4N2O14S4Zr | the OMol25 dataset | ωB97M-V/def2-TZVPD
Zr -12.19 36.70 -16.01
N -12.86 35.26 -14.72
S -12.51 33.97 -13.93
O -12.70 32.73 -14.60
O -12.58 33.95 -12.45
F -11.03 34.34 -14.17
S -14.54 34.76 -14.21
O -15.00 34.90 -12.85
O -15.13 33.77 -15.07
F -15.20 36.14 -14.79
N -11.82 38.10 -17.45
S -10.97 39.68 -17.43
O -11.64 40.87 -17.95
O -9.52 39.50 -17.59
F -11.16 39.71 -15.78
S -12.11 38.42 -19.01
O -11.03 38.81 -19.95
O -13.52 38.73 -19.23
F -12.21 36.89 -19.41
C -14.05 34.89 -18.01
C -12.76 34.15 -17.71
O -11.68 35.06 -17.50
O -14.05 36.14 -17.21
H -14.95 34.29 -17.90
H -14.00 35.09 -19.08
H -12.54 33.39 -18.46
H -12.86 33.62 -16.76
H -10.87 34.58 -17.66
H -14.87 36.50 -17.53
C -9.98 37.19 -13.66
C -9.09 36.55 -14.72
O -9.96 36.18 -15.82
O -11.28 37.47 -14.14
H -9.42 38.07 -13.33
H -10.12 36.51 -12.83
H -8.38 35.83 -14.31
H -8.46 37.34 -15.12
H -9.55 35.45 -16.29
H -11.77 37.91 -13.44
C -14.36 39.36 -16.11
C -15.70 39.94 -15.59
O -16.74 39.03 -15.85
O -13.74 38.28 -15.31
H -13.67 40.20 -16.09
H -14.44 39.07 -17.16
H -15.89 40.95 -15.96
H -15.50 40.01 -14.53
H -17.60 39.46 -15.94
H -13.76 38.58 -14.40
```

## Properties
Charge ... +2
Highest occupied orbital energy ... -16.4 eV
Kohn-Sham gap ... 7.43 eV
DFT total energy ... -3440.756666 hartree
LUMO energy ... -8.93 eV